Model one:
{
  "formula": "C3H11N2O",
  "method": "ωB97M-V/def2-TZVPD",
  "multiplicity": 1,
  "homo_lumo_gap_ev": 9.48,
  "total_charge": 1,
  "e_homo_ev": -12.64,
  "species": ["C", "C", "C", "N", "N", "H", "H", "H", "H", "H", "H", "H", "H", "H", "H", "H", "O"],
  "positions_angstrom": [[0.47828, -0.63450, 1.72331], [0.46301, -0.55506, 0.23761], [1.23463, 0.21802, -0.55240], [2.29308, 0.95463, -0.09150], [-0.78248, -1.10053, -0.41643], [0.25825, -1.66074, 2.02965], [-0.24089, -0.00387, 2.26009], [1.45279, -0.31515, 2.08605], [1.24761, -0.03082, -1.61265], [2.21805, 1.70941, 0.55646], [2.89566, 1.20907, -0.85299], [-1.24935, -1.79838, 0.15148], [-0.44424, -1.54748, -1.26980], [-1.44416, -0.35762, -0.68661], [-3.07904, 0.97057, -1.61985], [-2.90144, 1.74392, -0.35329], [-2.77630, 0.85108, -0.71158]]
}

---

Model two:
{
  "formula": "C3H11N2O",
  "method": "ωB97M-V/def2-TZVPD",
  "multiplicity": 1,
  "homo_lumo_gap_ev": 8.98,
  "total_charge": 1,
  "e_homo_ev": -12.05,
  "species": ["C", "C", "C", "N", "N", "H", "H", "H", "H", "H", "H", "H", "H", "H", "H", "H", "O"],
  "positions_angstrom": [[-0.28206, 0.55146, 2.09808], [0.06751, -0.05977, 0.74888], [1.25596, -0.07208, 0.03432], [2.47070, 0.23823, 0.34637], [-1.17583, -0.67356, 0.14511], [-1.06643, 1.30983, 1.79268], [0.56490, 1.06997, 2.51288], [-0.72101, -0.19064, 2.75435], [1.10959, -0.26253, -1.01226], [2.75062, 0.33228, 1.34303], [3.21309, 0.47506, -0.33305], [-1.96643, -0.50314, 0.73531], [-1.19164, -1.66993, 0.01147], [-1.14273, -0.39506, -0.87083], [-2.49076, 0.37028, -2.95294], [-1.22606, -0.44128, -3.46354], [-1.64322, 0.05435, -2.65564]]
}

---

Which structure loses on stability? model two does.

---

Model one:
{
  "formula": "C4H8S2",
  "method": "ωB97M-V/def2-TZVPD",
  "multiplicity": 1,
  "homo_lumo_gap_ev": 8.63,
  "e_homo_ev": -7.81,
  "smiles": "CS/C=C/SC",
  "species": ["C", "S", "C", "C", "S", "C", "H", "H", "H", "H", "H", "H", "H", "H"],
  "positions_angstrom": [[-0.13924, -1.36669, -2.67114], [-1.05595, 0.17948, -2.22319], [0.05406, 0.67414, -1.05819], [-0.31651, 0.87113, 0.25255], [0.76514, 1.36757, 1.55048], [0.21926, 0.72244, 2.96688], [-0.57009, -2.31823, -2.10359], [-0.33989, -1.31601, -3.90934], [1.17134, -1.44466, -2.48233], [1.22308, 0.75393, -1.17342], [-1.44138, 0.54414, 0.63094], [-0.80504, 0.77109, 3.38064], [0.90526, 0.96436, 3.70950], [0.32997, -0.40269, 3.13021]]
}

---

Model two:
{
  "formula": "C4H8S2",
  "method": "ωB97M-V/def2-TZVPD",
  "multiplicity": 1,
  "homo_lumo_gap_ev": 9.37,
  "e_homo_ev": -8.52,
  "smiles": "CSC[C@H]1CS1",
  "species": ["C", "S", "C", "C", "C", "S", "H", "H", "H", "H", "H", "H", "H", "H"],
  "positions_angstrom": [[2.08611, 1.30796, 0.12129], [1.81799, -0.28576, -0.60532], [0.30149, -0.75835, 0.15717], [-0.90793, -0.42657, -0.60886], [-2.16661, -0.68810, 0.11155], [-2.00468, 1.07824, -0.41262], [2.70165, 1.22899, 0.99165], [2.62872, 1.88154, -0.59965], [1.14693, 1.71547, 0.42717], [0.25895, -0.35085, 1.11535], [0.36969, -1.86083, 0.17999], [-1.05864, -0.74317, -1.61710], [-2.92840, -1.15878, -0.43590], [-2.24527, -0.93978, 1.17528]]
}

---

Which structure loses on stability? model one does.

---

Model one:
{
  "formula": "C5H16NO2",
  "method": "ωB97M-V/def2-TZVPD",
  "multiplicity": 2,
  "homo_lumo_gap_ev": [7.78, 5.18],
  "s2": 0.755,
  "e_homo_ev": [-7.90, -7.90],
  "species": ["C", "C", "C", "C", "C", "O", "N", "H", "H", "H", "H", "H", "H", "H", "H", "H", "H", "H", "H", "H", "H", "H", "H", "O"],
  "positions_angstrom": [[-0.84658, -0.38868, -1.41484], [0.55264, 0.19809, -1.24412], [0.68371, 1.11856, -0.02074], [2.05283, 1.23848, 0.50449], [2.35486, 0.68760, 1.79908], [1.99495, -1.57623, 0.19246], [-3.42801, -1.48443, -0.31797], [-1.55436, 0.44418, -1.25447], [-1.10431, -0.82658, -2.38387], [-1.01330, -1.08244, -0.58990], [1.23768, -0.61219, -0.95677], [0.32993, 2.13932, -0.19534], [0.04146, 0.61942, 0.69663], [2.38740, -0.13963, 0.73975], [2.80976, 1.65955, -0.14583], [1.50907, 0.46317, 2.45207], [3.14663, 1.04597, 2.46274], [2.78420, -2.08737, -0.01584], [0.98313, 0.54987, -2.18751], [-3.16334, -0.55720, 0.06848], [-4.40423, -1.60011, -0.54682], [-3.15599, -2.18567, 0.36208], [-2.68062, 1.28666, 1.25510], [-2.36828, 0.84310, 0.44517]]
}

---

Model two:
{
  "formula": "C5H16NO2",
  "method": "ωB97M-V/def2-TZVPD",
  "multiplicity": 2,
  "homo_lumo_gap_ev": [3.58, 11.08],
  "s2": 0.750,
  "e_homo_ev": [-2.84, -10.57],
  "species": ["C", "O", "C", "C", "C", "C", "N", "H", "H", "H", "H", "H", "H", "H", "H", "H", "H", "H", "H", "H", "H", "H", "H", "O"],
  "positions_angstrom": [[1.47499, -1.51703, -0.03517], [0.75652, -1.86157, -1.20883], [0.75007, -0.24510, 0.56294], [0.87776, 0.95008, -0.36915], [0.03797, 2.13766, 0.25257], [0.79889, 3.46656, 0.09358], [-0.75430, -0.70072, 0.50690], [2.53759, -1.26016, -0.13181], [1.14755, -2.33872, 0.63508], [1.30952, -2.14287, -1.93494], [0.94985, -0.08089, 1.63033], [1.93271, 1.18857, -0.59390], [0.47877, 0.76489, -1.35942], [-0.88160, 2.10709, -0.32457], [-0.13596, 2.08967, 1.33275], [1.54934, 3.62044, -0.66383], [0.28618, 4.33329, -0.35549], [1.19135, 3.68489, 1.06468], [-1.15906, -0.43040, -0.40423], [-1.31901, -0.47002, 1.34449], [-0.84687, -1.73784, 0.35488], [-3.41004, -4.34507, -0.60404], [-4.26510, -3.64198, 0.22100], [-3.30714, -3.57079, -0.01381]]
}

---

Which structure loses on stability? model one does.

---

Model one:
{
  "formula": "C11H11NO2",
  "method": "ωB97M-V/def2-TZVPD",
  "multiplicity": 1,
  "homo_lumo_gap_ev": [6.40, 7.65],
  "e_homo_ev": [-7.86, -8.73],
  "species": ["C", "C", "C", "C", "C", "C", "C", "C", "C", "C", "C", "N", "O", "O", "H", "H", "H", "H", "H", "H", "H", "H", "H", "H", "H"],
  "positions_angstrom": [[0.50784, 3.15742, -1.41450], [-0.47481, 3.11453, -0.49304], [0.96915, 1.98781, -1.98327], [-1.05777, 1.90819, -0.07386], [0.45232, 0.76639, -1.57304], [-0.61984, 0.65526, -0.68727], [-0.06150, -2.78457, 0.55088], [-0.53009, -1.93088, -0.33838], [-0.02105, -2.30057, 2.03731], [-1.02209, -0.65493, -0.18636], [0.35075, -0.92460, 1.92390], [-0.23205, 0.11270, 2.56661], [0.25933, 1.23162, 2.56198], [-1.29374, -0.14944, 3.16062], [0.85687, 4.10492, -1.86389], [-0.73269, 4.06873, 0.01686], [1.56347, 2.16524, -2.87873], [-1.41347, 1.92345, 0.96699], [0.84125, -0.05980, -2.21483], [0.41158, -3.75225, 0.39866], [-0.33970, -2.28121, -1.37457], [-1.03992, -2.48562, 2.40830], [0.72494, -2.75821, 2.64118], [-2.06317, -0.63960, 0.04617], [1.23514, -0.68382, 1.31531]]
}

---

Model two:
{
  "formula": "C11H11NO2",
  "method": "ωB97M-V/def2-TZVPD",
  "multiplicity": 1,
  "homo_lumo_gap_ev": [6.85, 6.84],
  "e_homo_ev": [-7.90, -7.90],
  "smiles": "O=C=C=c1ccccc1=C=O.CNC",
  "species": ["O", "C", "C", "C", "C", "C", "C", "C", "C", "C", "O", "H", "H", "H", "H", "C", "N", "C", "H", "H", "H", "H", "H", "H", "H"],
  "positions_angstrom": [[-1.22915, -3.99585, -0.30504], [-1.43468, -2.84733, -0.51858], [-1.15288, -1.66227, -0.81283], [-1.44899, -0.30904, -0.75345], [-0.54283, 0.45842, -1.61649], [-0.48954, 1.80920, -1.51336], [-1.24706, 2.55614, -0.55643], [-2.11644, 1.95963, 0.27981], [-2.32926, 0.52777, 0.15551], [-3.47856, 0.46120, 0.89913], [-4.43128, 0.55948, 1.49918], [0.05596, -0.22230, -2.10481], [0.21995, 2.25032, -2.13452], [-0.99294, 3.52552, -0.44227], [-2.54068, 2.60670, 1.08612], [2.83990, -0.29116, -0.28191], [1.63358, -0.66762, 0.52279], [1.90460, -1.21510, 1.79399], [3.52123, 0.47607, 0.23118], [3.48991, -1.12177, -0.41120], [2.67021, 0.30940, -1.21845], [1.10917, -1.25273, -0.09883], [0.86232, -1.26039, 2.27710], [2.44947, -2.17496, 1.90472], [2.67800, -0.47931, 2.11862]]
}

---

Which structure loses on stability? model one does.